Entry from the OMol25 dataset: a structure of composition C27H51BeBr4CsF8NO2S (wB97M-V/def2-TZVPD).

Geometry as XYZ:
```
96
C27H51BeBr4CsF8NO2S wB97M-V/def2-TZVPD
C -5.51372 2.66277 1.10188
C -4.22397 3.13195 1.81534
C -3.46405 4.25862 1.08377
C -2.36238 3.77363 0.10564
C -2.59585 2.37267 -0.50274
C -1.81448 2.26052 -1.85320
C -0.73276 1.13837 -1.93386
C -0.65780 0.69585 -3.48360
C -1.28455 -0.75706 -3.69905
C -0.09140 -1.77875 -4.02641
C -0.49422 -3.32197 -3.79586
S -0.80692 -3.63008 -1.98109
O 0.63635 -4.07453 -4.17726
C 0.28741 -5.45529 -4.35871
C 0.97013 -6.32881 -3.28608
O 1.66701 -7.39125 -3.94124
C 1.92471 -8.41315 -3.01689
C 3.04103 -9.34839 -3.49618
F 2.76715 -9.73271 -4.75710
F 3.01840 -10.40915 -2.65481
C 4.42419 -8.65511 -3.48598
F 4.39947 -7.71921 -4.46387
F 4.63084 -7.98257 -2.33840
C 5.65089 -9.56705 -3.80521
F 5.61509 -10.73675 -3.17956
F 5.80284 -9.71419 -5.11375
F 6.75225 -8.91285 -3.36423
H -5.75423 3.32874 0.27099
H -6.36483 2.55682 1.76942
H -5.31827 1.69218 0.63797
H -4.53033 3.54210 2.78380
H -3.55755 2.29861 2.04604
H -4.14835 4.93073 0.56609
H -2.95444 4.83431 1.86792
H -1.37273 3.75954 0.56952
H -2.35360 4.46743 -0.73912
H -2.22298 1.59619 0.15884
H -3.64204 2.21438 -0.75554
H -1.28013 3.18794 -2.07548
H -2.51272 2.06368 -2.66439
H -1.00164 0.28984 -1.25095
H 0.32615 1.55587 -1.60777
H -1.12338 1.45014 -4.11065
H 0.41596 0.65358 -3.77322
H -1.89698 -1.10128 -2.86709
H -1.90181 -0.69616 -4.59285
H 0.77732 -1.49307 -3.34279
H 0.18025 -1.66477 -5.07430
H -1.40337 -3.55948 -4.43138
H -1.92806 -4.34988 -1.78646
H 0.63336 -5.75800 -5.34321
H -0.78387 -5.59821 -4.26049
H 1.64095 -5.73059 -2.65862
H 0.19259 -6.79626 -2.66800
H 2.17129 -8.05793 -2.01008
H 1.02825 -9.04195 -2.91176
C 1.30880 5.80333 1.34476
C 0.01877 6.20252 2.07370
C 0.17417 6.81994 3.45780
N 0.46494 5.88065 4.60429
C -0.63781 4.89132 4.76325
C 1.80022 5.18070 4.51520
C 2.80081 6.23712 4.92661
C 2.11110 6.90813 6.11671
C 0.60583 6.71971 5.87772
H 1.58444 4.76667 1.54256
H 1.16485 5.87904 0.26803
H 2.14632 6.44979 1.61339
H -0.67975 5.36473 2.08222
H -0.46227 6.97528 1.47018
H -0.76543 7.30433 3.72584
H 0.94652 7.58837 3.45770
H -0.65034 4.26200 3.87840
H -1.57723 5.42733 4.88001
H -0.43916 4.28715 5.64451
H 1.78026 4.36276 5.23577
H 1.94765 4.76720 3.52433
H 2.96799 6.95117 4.11962
H 3.76658 5.81175 5.18895
H 2.38429 7.95701 6.20889
H 2.39695 6.42182 7.04819
H 0.07252 7.65587 5.73910
H 0.14740 6.16477 6.69176
Br -1.69704 -5.67502 1.73252
C 0.05858 -4.94132 2.12488
C -0.02117 -3.79955 3.10458
Br -0.67485 -2.17591 2.24750
H 0.49530 -4.65109 1.17360
H 0.62898 -5.76499 2.54892
H 0.96792 -3.54942 3.48231
H -0.68500 -4.00054 3.93890
F -1.57922 -4.16182 -6.05190
Be -3.26499 -2.99782 -4.72479
Br 0.33957 1.27973 0.29473
Br -0.09231 1.99044 2.63723
Cs 1.28531 -1.53314 -1.64597
```

## Properties
- lowest unoccupied orbital energy (eV) = -5.058
- net charge = +1


Entry from the OMol25 dataset: a structure of composition C27H51CeN2O2P3 (wB97M-V/def2-TZVPD).

Geometry as XYZ:
```
86
C27H51CeN2O2P3 wB97M-V/def2-TZVPD
Ce -0.31717 -0.03466 0.26167
P 0.28958 -2.11558 -1.56210
P 2.68182 -0.08414 0.52594
P -2.65214 0.44702 -1.29744
H 1.58386 1.69234 -1.32006
C 0.53205 1.91896 -1.10040
C 0.11557 2.42291 0.12682
H 0.80828 2.60252 0.96238
C 0.93451 -1.71078 -3.22125
C 1.45306 -3.38662 -0.95121
C -1.20503 -3.10836 -1.92091
C 3.48641 1.37714 1.30609
C 3.27960 -1.39578 1.67595
C 3.83919 -0.32204 -0.88394
C -3.42309 2.09208 -1.06258
C -4.06159 -0.67304 -0.96540
C -2.58770 0.39929 -3.12005
H -0.14292 1.84936 -1.96886
H -0.92097 2.76420 0.30587
H 1.16998 -2.64828 -3.74359
H 1.84478 -1.10290 -3.12415
H 0.19792 -1.14290 -3.80777
H 1.38842 -4.25748 -1.61687
H 1.16940 -3.68677 0.06759
H 2.48406 -3.00915 -0.92384
H -0.89073 -4.03156 -2.42527
H -1.91090 -2.55282 -2.55374
H -1.71488 -3.36781 -0.98172
H 4.57763 1.32698 1.16495
H 3.27507 1.39988 2.38238
H 3.10315 2.29967 0.85107
H 4.38087 -1.37781 1.73922
H 2.95626 -2.38336 1.32384
H 2.85678 -1.22055 2.67430
H 4.87900 -0.25062 -0.53279
H 3.66831 0.46206 -1.63432
H 3.68468 -1.29984 -1.36091
H -4.20274 2.24092 -1.82207
H -2.65895 2.87592 -1.15505
H -3.86902 2.15137 -0.06166
H -4.91333 -0.40170 -1.60686
H -4.35156 -0.57812 0.08978
H -3.77002 -1.71280 -1.16406
H -3.57435 0.66654 -3.52491
H -2.29914 -0.58985 -3.49389
H -1.84766 1.12619 -3.47313
C -0.92689 0.21284 -6.76875
C -0.27286 0.24092 -8.02337
C -0.18144 1.47632 -8.67904
C -0.73421 2.63275 -8.11573
C -1.48328 2.54769 -6.92588
C -1.65540 1.30936 -6.31595
O -0.80281 -0.80828 -5.85115
H -0.26054 -1.53374 -6.21409
H 0.16211 -0.65440 -8.45935
H 0.33974 1.55718 -9.64638
H -0.60058 3.61422 -8.59864
H -1.93610 3.43356 -6.47354
H -2.28962 1.18082 -5.43741
C -4.35670 -2.88987 7.51227
C -2.88025 -2.79887 7.80642
N -2.16406 -1.78454 6.98890
C -2.46130 -0.39268 7.39499
C -1.80704 -0.04714 8.72921
C -1.93751 -2.12340 5.66196
O -2.32419 -3.18834 5.17139
C -1.08024 -1.15516 4.88689
C -0.01001 -0.48267 5.50334
C 0.69655 0.45112 4.75689
C 0.37518 0.62808 3.40554
N -0.55378 -0.11884 2.76510
C -1.30942 -0.98330 3.52077
H -4.84470 -1.91210 7.59386
H -4.82193 -3.56854 8.23228
H -4.51070 -3.27952 6.50052
H -2.71232 -2.50509 8.84684
H -2.38987 -3.76385 7.62191
H -2.13679 0.29530 6.60833
H -3.55796 -0.28730 7.49819
H -0.73907 -0.31515 8.74393
H -1.88583 1.03450 8.89254
H -2.31473 -0.55504 9.55772
H 0.22312 -0.67412 6.54459
H 1.49030 1.05555 5.20113
H 0.85864 1.42638 2.83102
H -2.10828 -1.54036 3.03041
```

## Properties
- relative energy (zero: lowest compared OMol25 entry of this formula, charge and spin) (kcal per mole) = 32.9
- lowest unoccupied orbital energy (alpha / beta) (eV) = -10.753 / -10.697
- 2S+1 = 2
- <S²> = 0.751
- net charge = +3